{
  "formula": "C62H164N8O19",
  "method": "ωB97M-V/def2-TZVPD",
  "elements": ["O", "O", "O", "O", "O", "O", "O", "O", "O", "O", "O", "O", "O", "O", "O", "O", "O", "O", "O", "N", "N", "N", "N", "N", "N", "N", "N", "C", "C", "C", "C", "C", "C", "C", "C", "C", "C", "C", "C", "C", "C", "C", "C", "C", "C", "C", "C", "C", "C", "C", "C", "C", "C", "C", "C", "C", "C", "C", "C", "C", "C", "C", "C", "C", "C", "C", "C", "C", "C", "C", "C", "C", "C", "C", "C", "C", "C", "C", "C", "C", "C", "C", "C", "C", "C", "C", "C", "C", "C", "H", "H", "H", "H", "H", "H", "H", "H", "H", "H", "H", "H", "H", "H", "H", "H", "H", "H", "H", "H", "H", "H", "H", "H", "H", "H", "H", "H", "H", "H", "H", "H", "H", "H", "H", "H", "H", "H", "H", "H", "H", "H", "H", "H", "H", "H", "H", "H", "H", "H", "H", "H", "H", "H", "H", "H", "H", "H", "H", "H", "H", "H", "H", "H", "H", "H", "H", "H", "H", "H", "H", "H", "H", "H", "H", "H", "H", "H", "H", "H", "H", "H", "H", "H", "H", "H", "H", "H", "H", "H", "H", "H", "H", "H", "H", "H", "H", "H", "H", "H", "H", "H", "H", "H", "H", "H", "H", "H", "H", "H", "H", "H", "H", "H", "H", "H", "H", "H", "H", "H", "H", "H", "H", "H", "H", "H", "H", "H", "H", "H", "H", "H", "H", "H", "H", "H", "H", "H", "H", "H", "H", "H", "H", "H", "H", "H", "H", "H", "H", "H", "H", "H", "H", "H", "H", "H", "H", "H", "H", "H", "H", "H", "H", "H"],
  "xyz": [[5.151962, 0.003961, -3.344834], [-4.299968, -5.200839, -2.716824], [-10.398368, 3.359231, -3.040134], [8.773252, -3.177849, -2.830944], [0.720662, -4.807839, 2.923746], [-2.341698, 3.137651, 3.702666], [4.478452, -4.025579, 0.326286], [-0.869398, 3.994901, -1.760904], [0.972892, 4.331011, -3.622204], [5.970252, 1.139551, 2.139986], [-1.364408, 0.685731, 3.745286], [-7.424828, 0.318051, 2.738176], [0.440742, -1.480329, -5.342774], [8.299352, 0.007991, -0.136484], [2.634832, 0.323101, 4.932336], [-6.224848, 0.601991, -2.629264], [-0.614918, -0.843639, 1.328536], [4.602452, 6.448431, 3.074156], [-2.840508, -2.472969, 0.849646], [-2.511618, -4.744019, -0.592584], [3.221592, 0.521971, 7.753016], [-8.564238, 1.614111, -4.458714], [3.687022, -5.210899, 2.848536], [7.077652, -2.481189, -0.639974], [-10.126178, 1.610321, 2.226766], [5.997682, 2.312471, -0.528814], [-2.705158, 0.172611, -6.774444], [-9.015388, 1.558881, 1.281316], [-4.909988, -6.057479, -3.676994], [1.134682, 0.481191, 0.356386], [1.677812, 0.814041, 3.968946], [-6.147758, 1.214541, -3.951354], [3.704012, 5.426371, 3.088496], [-0.317948, -4.791379, 1.914666], [-2.287568, -0.689119, -4.510924], [-2.367558, 5.448691, -2.631644], [8.446222, -1.069449, 0.851566], [2.785302, 3.206681, -4.599424], [3.520662, -2.037749, -0.646114], [4.803612, 1.735611, 1.631856], [3.509942, -3.557629, -0.548954], [2.971012, -4.098079, 3.501216], [-1.660158, -0.158159, -5.808934], [2.297152, -1.668889, 8.197066], [-0.935098, -3.686859, -2.001774], [2.996802, 4.409001, -2.394404], [-5.087468, 0.910531, -1.820914], [-9.214368, 1.205031, -3.203064], [-2.184558, -0.058269, 4.624576], [-3.221368, 2.436521, 1.699566], [-7.361218, 0.895071, -4.840174], [-2.912438, -5.048479, -2.887854], [-1.519968, -1.419409, 4.813826], [-2.461898, 3.479791, 2.419296], [-1.021898, 3.645751, 1.927576], [-2.239478, 2.985411, -3.448944], [-7.629108, 1.568711, 2.040386], [7.868262, -3.689329, -0.758054], [-10.565608, 1.920131, -3.061154], [-5.179298, -2.440549, 1.095826], [-0.524418, -1.101529, -6.341924], [-2.192418, 3.931131, -2.262694], [3.927252, -2.923509, 3.554586], [7.180642, -1.875379, 0.685896], [9.090692, 1.165161, 0.224326], [1.994632, -0.427259, 5.968906], [5.319412, 1.263861, -1.288404], [2.070452, 3.542701, -3.301484], [2.334052, 6.126761, 3.017376], [5.122062, 2.767381, 0.565816], [-1.104348, 0.417941, -0.677274], [1.278532, -0.432269, -4.921304], [-2.207658, 0.784031, 5.852846], [-2.408018, -4.058889, -1.858144], [5.975422, -0.727649, -4.324594], [5.656002, 0.480291, 3.347596], [-6.189218, 0.138621, 3.392726], [-9.164618, 2.808741, 0.385456], [7.887862, -4.138339, -2.261344], [-11.565848, 4.194091, -3.235314], [2.924142, -0.728269, 7.156756], [3.990592, 4.522921, 4.280286], [-3.622028, -3.938229, 2.429646], [6.113922, 0.814971, -2.555954], [1.618522, -3.756999, 2.743676], [3.869912, -4.163659, -1.892014], [-0.070888, -0.422599, 0.047176], [9.539332, -3.739009, -3.919524], [-3.840428, -2.580549, 1.777736], [-3.219658, 2.917891, -3.920944], [4.778372, -3.709169, -2.287274], [-0.388738, 4.249911, 2.577356], [6.465772, 0.025741, -4.941084], [-3.492518, -4.839159, -0.813664], [-2.749048, 1.729001, 5.807726], [-5.448638, -3.086529, 0.260206], [-3.006958, -0.052229, -3.996184], [-1.831408, 2.325031, 3.673536], [-10.052478, 0.700061, 2.658156], [1.230792, 0.003851, 3.392876], [0.942982, 1.464671, 4.443076], [-3.731108, -1.739459, 2.462356], [6.707522, -1.402299, -3.880774], [2.203812, 1.469311, 3.274646], [-0.953918, 3.971351, 0.889566], [0.192792, -1.320659, -0.511454], [5.036742, 0.376811, -0.721534], [-5.313268, 0.846181, -4.548034], [-0.341888, -4.536659, -2.339464], [-5.373788, 0.594731, 2.831346], [-6.039788, -2.654399, 1.729816], [-5.242718, -1.404649, 0.762696], [5.291392, -3.628259, 0.005556], [-1.588138, 3.295121, -4.266224], [3.814802, 4.857291, 2.165476], [3.218122, 3.775601, 4.098916], [-2.619038, -3.324999, 0.466776], [-8.970148, 3.761551, 0.877836], [-4.269718, 0.258851, -2.128654], [1.923552, -0.817339, -4.131514], [1.166822, -2.881439, 3.209996], [-7.566088, -0.166259, -4.980544], [1.567292, 5.373151, 3.196976], [6.325322, 1.708451, -3.143404], [4.119422, -2.581489, 2.537636], [9.082552, 1.961501, -0.519894], [4.001622, -4.947589, 1.925606], [2.887962, -5.799509, 2.661066], [-2.398598, -6.007809, -2.826474], [3.949952, 3.884761, -2.325334], [8.757042, 1.548961, 1.188416], [-11.168858, 1.628611, -3.920924], [4.373782, 1.609831, -1.705744], [2.778762, -4.481509, 4.503276], [-3.507118, 0.615421, -6.349144], [4.115362, 0.993421, 1.227426], [-7.545728, 2.392321, 2.749476], [-2.829908, -4.638899, -3.894604], [7.048592, 0.330211, -2.274004], [-2.187248, -2.040699, 5.411186], [6.920012, -4.080499, -2.759354], [-4.244598, 2.350711, 2.065266], [4.862142, -3.217049, 4.031976], [-5.264658, 0.814131, -0.749744], [-12.004398, 4.237411, -4.232254], [2.158332, 6.695271, 2.104126], [10.351192, -3.101989, -4.270504], [3.485902, -2.126449, 4.152916], [10.148552, 0.961601, 0.390456], [-0.816908, -2.855259, -2.696454], [2.207222, 6.804221, 3.861806], [1.253462, 5.153091, -4.030934], [-2.687588, -1.703029, -4.502164], [-0.448388, 2.720791, 1.987816], [-3.225328, -0.177099, 4.323286], [-8.447358, 2.742721, -0.432634], [-2.670968, -3.881479, 2.959126], [-3.683478, -4.721979, 1.674616], [-7.119908, 1.207661, -5.856124], [-2.923598, 4.465811, 2.367386], [1.845222, -0.001449, -5.746754], [-1.426148, -0.821469, -3.856294], [-6.762938, 1.773431, 1.411156], [8.504402, -0.741519, 1.889436], [6.769932, 1.952651, 0.013646], [-11.093088, 1.750661, -2.122454], [3.021342, -2.013829, 8.935086], [1.909252, -3.571699, 1.709646], [7.434242, -1.775929, -1.268894], [4.844652, -0.238079, 3.230276], [-0.496738, -3.301879, -1.081054], [-0.240228, 4.113581, -2.476204], [3.428112, 1.181911, 7.016856], [-1.388148, -1.366689, 1.104616], [2.113522, -2.517489, 7.538076], [8.879332, -3.567989, -0.369304], [4.224342, 7.070871, 3.699616], [-1.599768, 5.749581, -3.344424], [1.866572, 0.123361, 1.080536], [-5.874458, -0.793579, 3.861816], [8.887562, -3.692059, -4.791924], [5.327342, -1.352159, -4.939484], [-1.203248, 1.031071, 6.196706], [-9.029238, 0.701751, 0.608086], [-5.931578, 2.276841, -3.837864], [6.483242, -0.181429, 3.604316], [2.751132, -1.621699, -1.296364], [0.761992, 1.380901, 0.846006], [9.315002, -1.718139, 0.739636], [4.124432, 0.480871, 8.203886], [3.686162, 2.614121, -4.439994], [-1.908798, 1.988861, -3.156284], [-4.661778, 1.895901, -2.010484], [1.756512, -1.335689, 5.415606], [1.713832, 0.760591, -0.523744], [2.609932, 4.501521, -1.379574], [-4.382498, -7.011089, -3.654994], [2.059112, 2.761371, -5.279454], [-4.319378, -4.300539, 3.184976], [-3.035318, -3.176909, -1.728874], [-8.367348, 2.602661, -4.394644], [4.490392, -1.708969, -1.019784], [1.790472, 2.626251, -2.782034], [-0.056308, -0.629509, -7.205744], [-8.585198, 1.470361, -2.353444], [-11.492858, 5.264281, -3.041754], [-6.176268, 0.856001, 4.213266], [-9.337238, 0.122261, -3.178364], [-3.300328, 2.655131, 0.634636], [2.554412, -3.990489, -0.252804], [-1.441298, 1.166651, 0.039666], [3.151322, 5.417671, -2.777584], [-1.052738, -1.988869, -6.690624], [6.329532, -1.200519, 0.776836], [-4.907028, -5.641179, -4.684364], [5.673002, 3.533771, 1.110996], [-1.131408, 0.219411, 2.939146], [3.385932, -1.515079, 0.300866], [-0.821278, -3.824669, 1.929396], [4.072572, -5.224649, -1.745934], [-10.153508, 2.953191, -0.049654], [4.251162, 2.288111, 2.391876], [8.271952, -5.158429, -2.261504], [3.055572, 4.045931, -5.240304], [4.206102, 3.317361, 0.349826], [9.944432, -4.720579, -3.673524], [3.949722, 5.035951, 5.241136], [7.425712, -4.516019, -0.202324], [-2.093938, -5.641589, -0.792594], [1.060632, -0.017379, 6.353266], [3.056162, -4.065819, -2.610584], [-2.874188, 3.608511, -1.475794], [0.217122, -5.014889, 0.991706], [-12.363018, 3.775291, -2.621124], [3.868072, -1.142059, 6.801956], [-0.564468, -1.316449, 5.328136], [-5.960928, -6.228139, -3.443564], [-2.588828, 0.173741, 6.671596], [-2.233598, 6.073061, -1.748284], [-2.028638, -0.103199, -0.926694], [-2.863158, 1.421621, 1.872076], [-0.723058, 0.920621, -1.566114], [4.979552, 4.079451, 4.164536], [-1.331848, -1.924139, 3.866216], [-11.025938, 1.631941, 1.768436], [5.407192, 1.191111, 4.135586], [-1.200678, 0.806331, -5.592744], [0.688992, 0.395041, -4.526194], [-2.380248, 0.863501, -7.435654], [1.365962, -1.263449, 8.592796], [7.123652, -2.619299, 1.480516], [-1.090508, -5.541729, 2.082676], [-3.353498, 5.622551, -3.062694]],
  "forces_ev_per_angstrom": [[2.81, -0.66, 0.12], [-1.03, -0.27, 0.49], [0.46, 1.26, -0.85], [1.24, -0.77, -0.99], [-1.07, -1.05, -0.51], [-0.65, -0.04, 3.74], [0.56, 0.00, 1.22], [-0.01, -1.55, 1.89], [-1.98, 0.00, -0.28], [-0.22, 0.15, 0.00], [-0.11, 0.54, -0.55], [-0.80, -1.03, -0.75], [-0.92, -0.13, -0.84], [1.59, 0.08, 1.22], [-0.44, 1.08, 0.40], [0.09, 0.86, -0.67], [0.79, 0.55, -0.46], [2.19, 1.89, -0.31], [1.78, 2.02, -1.18], [-1.14, -0.05, 0.12], [0.72, 2.04, 0.67], [-0.85, -0.50, 0.03], [-1.16, -0.24, 0.28], [-0.24, -0.38, 0.69], [0.84, -1.03, 0.52], [-1.64, 0.25, 0.28], [-0.04, -0.65, -1.04], [0.64, 1.90, -0.24], [0.25, -0.05, 0.32], [0.06, -0.02, 0.33], [0.93, 0.32, 0.51], [0.15, -1.27, 0.25], [-1.17, 0.18, -0.12], [1.11, 0.05, 0.63], [1.27, -0.45, 0.42], [-1.30, -1.00, -0.09], [-0.96, 0.45, -0.39], [-0.22, -0.36, -0.61], [-0.18, 0.41, 0.33], [-0.53, 0.41, -0.79], [-0.26, 0.16, -1.51], [0.27, -0.14, -0.85], [-0.31, 0.65, 0.78], [0.31, -0.35, -2.01], [-0.08, 0.84, -0.97], [-0.06, -1.29, 0.19], [0.50, -0.25, -0.93], [0.21, 1.12, 0.16], [1.06, -0.10, -0.01], [-1.47, -0.66, -1.13], [-0.18, 1.04, 0.68], [-0.68, 1.44, -1.76], [-0.57, 0.04, 0.45], [1.70, 1.39, -1.65], [0.63, -0.16, -1.03], [-0.26, -0.08, -0.41], [-0.13, -0.50, 0.46], [-0.90, -0.79, -1.41], [-0.38, 1.01, -0.25], [-1.23, 0.47, 0.07], [-1.12, 0.27, 0.59], [1.45, 2.26, -1.06], [-0.68, 0.21, 0.34], [-0.21, 0.18, -0.08], [0.16, -0.42, 0.47], [0.44, -1.49, -0.74], [0.74, -0.61, -1.28], [2.67, 1.70, -0.08], [-0.49, -1.41, 0.96], [0.99, 0.61, 1.05], [-0.53, 0.17, 0.23], [-0.38, 0.37, 0.06], [0.19, -0.22, 1.86], [2.41, 0.41, -0.11], [-1.24, 0.66, 0.42], [0.29, -0.90, -0.07], [0.48, 2.95, 0.62], [0.94, 0.05, -0.20], [1.02, 1.25, 1.94], [-0.62, -1.46, 0.08], [-0.12, 0.05, -0.25], [-0.87, -0.23, -1.19], [-0.41, -0.14, 1.15], [-2.18, 0.46, 0.56], [1.63, 0.22, 1.85], [-0.45, -0.28, -0.48], [0.32, 0.58, 0.88], [-0.86, 1.01, -0.27], [-1.50, -1.50, 0.55], [-0.30, -0.09, 0.25], [-0.04, 0.17, -0.05], [-0.60, 0.71, 0.03], [0.22, -0.17, -0.20], [-1.14, -1.46, 1.96], [-0.19, -0.24, -0.38], [0.97, -0.22, -0.37], [0.08, 0.29, -0.38], [0.23, -0.72, 0.62], [-0.54, -0.12, 0.77], [-0.23, -0.12, 0.18], [-0.30, -0.39, 0.13], [0.00, -0.09, 0.34], [0.12, 0.20, 0.40], [0.35, -0.19, -0.06], [0.12, 0.21, -0.07], [0.25, 0.00, -0.11], [0.29, -0.19, 0.27], [0.68, -0.47, 0.36], [0.07, -0.03, -0.05], [0.33, -0.66, -0.75], [0.13, 0.42, 0.64], [-0.32, 0.00, -0.20], [0.69, 0.19, 0.02], [0.30, 0.30, 0.16], [0.19, -0.20, -0.08], [0.05, -0.63, 1.11], [0.16, -0.99, -0.26], [0.17, -0.16, 0.48], [0.16, -0.42, 0.30], [0.11, 0.03, -0.20], [0.07, 0.60, -0.27], [0.09, -0.15, 0.63], [-0.40, 0.08, -0.44], [0.28, 0.09, -0.07], [0.14, 0.17, 0.00], [-0.60, -0.32, -0.23], [0.22, 0.40, -0.09], [0.16, -1.12, -0.13], [0.27, -0.15, 0.08], [0.26, 0.26, 0.11], [-0.38, 0.21, 0.02], [-0.29, 0.03, -0.03], [-0.13, 0.53, 0.20], [-0.46, 0.33, 0.16], [0.01, -0.22, 0.43], [-0.09, -0.48, 0.08], [-0.65, 0.17, 0.39], [0.74, -0.03, -0.35], [-0.13, -0.47, -0.25], [0.12, -0.25, 0.08], [-0.17, -0.13, 0.22], [-0.21, 0.48, 0.16], [0.02, -0.09, -0.12], [-0.42, -0.19, -0.19], [0.47, -0.78, -0.62], [0.19, -0.32, -0.05], [0.18, 0.34, 0.88], [0.10, 0.32, -0.12], [0.17, -0.60, -0.22], [0.18, -0.18, -0.44], [0.22, 0.23, 0.18], [0.20, 0.02, 0.04], [-0.30, -0.05, -0.80], [-0.42, -0.65, -0.16], [-0.13, -0.02, -0.76], [-0.05, 0.08, -0.19], [0.15, -0.45, -0.32], [0.56, 0.10, -0.10], [0.26, 0.29, -0.06], [-0.40, 0.02, -0.17], [0.36, -0.19, -0.15], [-0.01, 0.26, 0.48], [-0.07, -0.36, -0.81], [-0.11, 0.76, -0.03], [0.37, -0.52, -0.49], [0.02, -0.92, 0.05], [-0.19, 0.40, 0.19], [-0.33, 0.05, -0.28], [0.00, -0.03, -0.47], [-0.52, 0.26, -0.14], [-0.33, -0.31, 0.29], [0.07, 0.21, -0.49], [-0.29, 0.38, -0.34], [-0.76, -0.58, 0.10], [-0.59, -0.65, 0.52], [0.35, -0.13, -0.34], [0.49, 0.48, 0.02], [-0.04, -0.22, -0.14], [-0.17, -0.76, -0.06], [-0.91, -0.53, -0.82], [-0.17, -0.95, -0.24], [-0.22, 0.24, 0.01], [0.28, 0.01, -0.31], [0.03, -0.37, 0.10], [-0.52, 0.33, 0.01], [0.38, 0.45, 0.24], [-0.04, -0.25, -0.26], [-0.16, 0.24, -0.31], [0.38, 0.30, -0.70], [0.03, -0.19, 0.61], [-0.20, -0.30, -0.15], [-0.15, -0.07, 0.11], [-0.46, 0.50, -0.01], [-0.45, -0.70, 0.58], [-0.24, 0.05, -0.22], [-0.21, -0.01, -0.02], [-0.07, -0.22, -0.27], [0.07, -0.91, 0.19], [-0.47, 0.64, 0.12], [-0.07, 0.14, -0.70], [-0.04, 0.11, -0.08], [0.04, -0.13, -0.22], [-0.47, 0.16, -0.03], [0.29, 0.08, -0.06], [0.02, -0.11, 0.27], [1.11, -0.26, 0.76], [-0.13, 0.06, 0.74], [-0.22, 0.01, -0.12], [0.12, -0.22, -0.20], [-0.13, 0.26, 0.28], [0.22, 0.34, -0.13], [0.00, -0.10, -0.30], [0.39, -0.32, 0.09], [-0.01, 0.13, 0.34], [0.38, 0.17, -0.12], [0.42, 0.19, -0.04], [0.03, -0.56, -0.54], [-0.08, -0.32, 0.35], [0.20, 0.15, -0.41], [-0.08, -0.07, -0.05], [-0.11, -0.53, -0.01], [-0.02, -0.07, 0.48], [0.20, -0.06, -0.46], [0.32, 0.74, 0.67], [-0.19, -0.42, -0.95], [-0.24, -0.08, -0.13], [-0.37, -0.08, -0.04], [-0.35, 0.12, 0.35], [0.11, -0.49, 0.65], [-0.03, 0.60, -0.12], [0.06, 0.10, -0.20], [0.10, 0.09, 0.12], [-0.48, 0.27, -0.51], [-0.21, 0.20, 0.32], [-0.10, -0.70, -0.46], [-0.07, 0.05, 0.02], [0.16, 0.15, 0.45], [-0.44, 0.11, 0.15], [-0.13, -0.20, 0.07], [0.12, -0.49, -0.20], [0.62, 0.11, -0.23], [0.12, -0.04, 0.04], [-0.04, -0.03, -0.03], [-0.10, 0.06, -0.16], [0.02, 0.05, -0.33], [0.06, -0.05, 0.14], [0.46, 0.01, 0.66], [-0.07, 0.15, 0.33], [0.22, -0.08, -0.25], [0.21, -0.08, 0.20], [-0.15, -0.24, -0.07], [0.37, -0.19, 0.36], [-0.11, 0.33, -0.11]],
  "mulliken_charge": [0.159, -0.345, -0.322, -0.291, -0.541, -0.647, -0.513, -0.247, -0.503, -0.290, 1.621, -0.387, -0.291, 0.027, -0.013, -0.363, 2.121, -0.600, 0.347, -0.590, -0.829, -0.282, -0.926, 0.468, -0.736, -0.215, -0.798, 0.741, -0.789, -0.795, 0.156, 0.270, 1.179, -0.385, 0.113, -1.561, -1.121, -1.344, 0.728, 1.784, 1.006, 0.155, 1.010, -1.431, -0.702, -1.468, 0.175, -0.088, 1.935, 0.591, -1.333, -0.733, -0.857, -0.016, 0.128, -0.723, -0.402, -0.730, -0.766, -1.861, -1.066, 0.843, -0.032, -0.525, -1.208, -0.305, 1.783, 1.781, -1.148, -1.527, -0.728, -0.336, -1.853, 0.378, -0.729, -0.985, -0.611, -1.319, -0.665, -0.845, 0.369, -0.670, -1.329, -1.264, 1.145, -1.587, 2.524, -0.909, 1.939, 0.469, -0.107, 0.046, 0.355, 0.398, 0.412, 0.293, -0.291, 0.174, 0.299, -0.228, 0.473, -0.707, 0.020, -0.188, 0.296, -0.872, -0.887, -0.090, 0.497, -0.081, 0.426, 0.316, -0.075, 0.463, -0.462, -0.151, -0.760, 0.404, -0.290, 0.095, -0.503, 0.404, -0.082, 0.464, -0.427, 0.344, 0.413, 0.387, 0.489, 0.360, 0.380, 0.482, -0.276, 0.511, 0.199, -0.551, 0.321, 0.498, 0.304, 0.604, 0.180, 0.359, 0.483, 0.125, 0.328, 0.385, 0.267, -0.438, 0.287, -0.120, 0.480, 0.308, 0.580, -0.786, -0.738, 0.183, 0.222, 0.249, 0.437, 0.460, 0.428, -0.523, -0.028, 0.510, 0.330, 0.415, 0.375, -0.608, 0.052, 0.262, -0.305, 0.143, 0.227, -1.004, 0.300, 0.479, 0.424, 0.231, -0.472, 0.408, 0.337, 0.251, 0.199, 0.138, 0.411, 0.413, 0.041, -0.485, 0.458, 0.291, 0.107, -0.185, 0.138, -0.129, 0.575, 0.303, 0.323, 0.384, 0.455, 0.141, 0.274, -0.141, -0.703, 0.373, -0.046, 0.277, 0.554, 0.308, -0.507, 0.035, -0.783, 0.415, 0.338, -0.069, 0.297, 0.519, -0.942, -0.642, -0.156, 0.491, 0.357, -0.127, 0.614, 0.373, -0.089, 0.327, 0.488, 0.355, 0.358, 0.179, 0.372, -0.163, 0.362, 0.322, 0.374, -0.097, 0.251, 0.482, 0.350, 0.436, -0.552, -0.252, 0.227, -0.129, 0.266, 0.424, -0.127, 0.000, 0.305, 0.349, 0.621, 0.395, 0.428],
  "lumo_ev": 0.46,
  "relative_energy_kcal_mol": 29.18,
  "e_homo_ha": -0.3158,
  "total_energy_ha": -4327.8372,
  "spin_multiplicity": 1,
  "homo_lumo_gap_ha": 0.33283
}